Density functional theory data (ωB97M-V/def2-TZVPD) for a 8-piece molecular cluster, C37H88F9N5O14S3 overall.

The total charge is +2.

Structure (XYZ):
```
156
Properties=species:S:1:pos:R:3:forces:R:3
C -27.150049 21.008398 -6.137277 -1.623 -0.471 0.453
N -26.451703 20.200460 -5.064280 0.071 0.305 -2.009
C -25.339549 21.049605 -4.606490 0.751 0.610 0.899
C -27.401319 20.024360 -3.926279 -0.474 -0.884 -1.151
C -25.887403 18.878406 -5.690626 -1.950 -0.452 -0.010
C -25.255173 17.972094 -4.638035 1.768 0.238 -0.534
O -26.132935 17.286694 -3.759439 0.179 0.543 -1.021
H -26.479474 21.249779 -6.970158 -0.279 -0.185 0.320
H -27.531150 21.891112 -5.609959 0.470 0.192 -0.401
H -28.109789 20.494425 -6.439772 1.378 0.148 -0.018
H -25.803131 21.847207 -4.009026 0.525 -0.308 0.063
H -24.764622 21.532602 -5.384988 -0.302 -0.149 -0.699
H -24.591143 20.466170 -4.062871 -0.524 0.244 0.327
H -28.287949 19.510505 -4.342809 0.473 0.032 0.444
H -27.724855 20.998178 -3.553496 0.381 -0.185 0.113
H -26.859263 19.380375 -3.257866 -0.366 -0.024 0.814
H -25.244654 19.197492 -6.520823 0.216 -0.108 0.564
H -26.730412 18.303494 -6.179270 0.541 0.882 0.619
H -24.603366 18.635361 -4.042007 -0.147 -0.708 0.131
H -24.536275 17.307509 -5.218498 -0.998 0.528 0.806
H -26.606200 16.665616 -4.350129 0.143 -0.232 0.320
C -23.102885 15.689790 0.083720 1.709 -0.739 2.639
N -24.163140 14.740566 0.622913 0.761 1.909 -0.137
C -23.742633 14.427824 2.026127 0.019 -1.223 0.333
C -25.392399 15.598422 0.681203 -0.287 -1.220 0.588
C -24.284381 13.449958 -0.171106 -0.886 0.047 0.009
C -24.425293 13.598657 -1.693889 -0.156 -0.484 0.324
O -25.705528 13.994508 -2.115131 0.122 0.430 0.365
H -22.891275 16.458077 0.860073 -1.218 0.122 -0.620
H -23.359329 16.085770 -0.865462 0.030 0.123 -0.755
H -22.112370 15.218128 0.205784 -0.825 -0.372 -1.168
H -22.905581 13.698695 2.057549 -0.637 0.330 -0.395
H -24.632658 14.018215 2.509733 0.290 -0.085 0.192
H -23.390599 15.301401 2.572414 -0.337 0.222 -0.339
H -25.434016 16.254207 -0.154953 -0.113 0.252 -0.733
H -25.325602 16.157791 1.595140 -0.009 0.426 0.306
H -26.263079 14.958096 0.731104 -0.233 -0.068 -0.115
H -25.066911 12.826032 0.344014 0.545 0.712 -0.686
H -23.327547 13.011867 -0.015632 0.825 -0.640 0.080
H -24.213886 12.616906 -2.167887 0.368 0.309 0.744
H -23.630137 14.267312 -2.019280 0.090 0.162 -0.217
H -25.672614 14.066801 -3.089802 -0.366 -0.079 0.153
C -27.773097 11.084275 -3.131230 1.154 -0.496 0.624
C -26.243273 10.731954 -2.957963 -1.044 0.172 0.094
N -25.648337 9.734056 -3.946206 -1.024 0.630 -1.884
C -26.064035 10.224614 -5.337885 0.044 -0.017 -0.989
C -24.140828 9.805846 -3.749550 -1.328 -1.230 -1.772
C -23.537412 11.055224 -4.408252 1.980 -1.519 0.417
C -26.208856 8.328517 -3.829157 1.078 -0.362 0.544
C -25.706296 7.578800 -2.590220 -0.670 -0.980 0.583
O -26.158191 8.024333 -1.306275 0.355 1.112 -0.766
C -25.444882 7.349043 -0.295708 0.273 -1.387 0.447
H -28.009336 11.869415 -2.401549 0.283 -0.042 -0.251
H -28.302175 10.200002 -2.753335 -0.318 0.212 -0.547
H -28.099772 11.432157 -4.123769 0.259 -0.279 0.521
H -26.132674 10.269351 -1.970231 0.111 0.156 -0.209
H -25.574406 11.590343 -3.049644 -0.652 -0.058 0.049
H -25.800791 11.283841 -5.508572 -0.039 -0.542 0.511
H -27.165429 10.165086 -5.418328 0.729 -0.243 0.099
H -25.605776 9.636686 -6.184534 -0.300 0.263 1.261
H -23.795615 8.828892 -4.192031 0.192 1.177 0.288
H -24.103312 9.698849 -2.672041 0.883 0.489 0.203
H -23.391895 11.080043 -5.510385 -0.870 -0.357 0.722
H -22.489054 10.916135 -4.074673 -0.305 0.815 0.073
H -23.950269 11.980234 -4.039949 0.089 0.212 -0.100
H -25.867589 7.689059 -4.710465 -0.474 1.169 0.961
H -27.274147 8.468584 -3.840174 -0.487 -0.290 -0.040
H -24.614897 7.549026 -2.603160 0.060 -0.121 -0.009
H -26.083536 6.531073 -2.633106 0.428 0.434 -0.589
H -25.507265 6.242222 -0.517600 0.337 0.961 0.453
H -25.889010 7.526212 0.681369 -0.493 0.076 -0.216
H -24.388411 7.660691 -0.145206 -0.371 -0.107 -0.732
C -25.479011 16.611207 -11.004612 1.177 -2.125 -0.546
C -24.346433 15.617810 -10.577559 0.065 0.851 0.808
N -23.325683 15.365801 -11.682778 -0.917 0.417 -0.701
C -22.917387 16.757829 -12.238101 -0.558 -0.397 1.067
C -22.086908 14.696906 -11.111629 -0.081 1.074 0.453
C -22.349335 13.426588 -10.343410 -1.388 -0.129 0.880
C -24.041548 14.553031 -12.764027 1.826 -1.674 0.824
C -23.138268 13.990067 -13.914255 -0.454 1.971 0.867
O -22.565552 12.780028 -13.479483 -1.222 1.091 -0.685
C -21.525157 12.392695 -14.350420 0.090 0.895 -0.335
H -25.026691 17.483416 -11.433842 -0.428 0.698 0.341
H -26.202761 16.745378 -10.234152 -0.023 0.540 0.924
H -26.058045 16.088380 -11.755125 -0.211 0.145 -0.503
H -24.784624 14.668923 -10.217295 0.443 0.347 -0.352
H -23.703093 16.040346 -9.781774 -0.595 -0.115 -0.104
H -23.766496 17.192840 -12.820410 0.900 -0.480 0.522
H -22.070006 16.600107 -12.877247 0.388 -0.014 -0.314
H -22.620201 17.391750 -11.343887 -0.452 -0.650 -1.305
H -21.634449 15.487182 -10.481221 -0.250 -0.529 -0.036
H -21.421884 14.583493 -11.938600 0.360 -0.400 -0.680
H -23.100225 12.760498 -10.815135 0.214 0.583 0.297
H -22.612705 13.643599 -9.281812 -0.260 -0.049 -0.820
H -21.506027 12.788704 -10.238888 1.176 -0.197 -0.315
H -24.856161 15.167469 -13.018366 -0.776 0.599 -1.020
H -24.455875 13.666352 -12.248804 0.151 0.389 -0.223
H -22.308489 14.709125 -14.126385 -0.518 -0.253 0.019
H -23.781052 13.992970 -14.828274 0.545 -0.740 0.440
H -21.298466 11.470607 -13.893461 1.025 -1.348 -0.301
H -20.669681 13.114770 -14.265643 -0.557 -0.592 -0.221
H -21.858032 12.307637 -15.418725 0.286 -0.048 0.922
C -15.765857 14.001288 -2.199251 -1.391 0.530 0.195
C -16.337565 14.971416 -3.260244 -0.316 -0.249 2.278
N -16.498062 16.466201 -2.756987 -0.268 -0.356 -1.403
C -17.814364 16.577680 -1.989598 1.348 -0.164 0.252
C -15.367145 16.967557 -1.879273 -0.801 -1.451 0.311
C -14.019121 16.973890 -2.556791 -0.340 1.172 0.088
C -16.428948 17.387170 -3.979975 0.726 0.672 0.017
C -17.702329 17.517734 -4.734970 -0.135 -0.771 -0.321
O -18.085280 16.225728 -5.203710 0.032 0.868 0.060
C -18.783572 16.310398 -6.441171 -0.314 0.626 -0.441
H -16.279438 14.140422 -1.243590 -0.002 -0.266 -0.073
H -14.708383 14.037235 -2.020144 0.573 0.348 -0.169
H -16.006163 13.001538 -2.550960 -0.031 -0.114 0.064
H -17.272738 14.554406 -3.670768 0.334 0.953 0.382
H -15.623150 15.019721 -4.003546 1.161 0.312 -1.897
H -17.727020 15.791376 -1.256568 -0.174 0.079 0.607
H -18.615965 16.290200 -2.607521 -0.871 -0.263 -0.994
H -18.026327 17.564283 -1.547581 0.593 -0.332 -0.264
H -15.264058 16.289194 -1.025589 -0.583 0.206 -0.015
H -15.838008 17.894409 -1.582469 0.889 0.549 0.486
H -13.294774 17.031496 -1.754258 0.402 -0.603 -0.021
H -13.851169 17.910252 -3.084873 -0.047 -0.182 -0.517
H -13.932843 16.104498 -3.211562 0.484 0.175 0.250
H -15.611165 17.115779 -4.668308 -0.389 -0.658 0.513
H -16.092496 18.392666 -3.661980 -0.528 -0.387 0.303
H -17.527837 18.193048 -5.567648 0.082 0.146 -0.236
H -18.440523 17.995678 -4.102439 -0.635 -0.072 0.072
H -19.796140 16.749455 -6.323659 0.665 0.146 -0.102
H -18.945987 15.313436 -6.796622 0.072 -0.665 -0.107
H -18.175523 16.854785 -7.209538 -0.642 -0.226 0.641
C -22.617543 18.968021 -7.972384 -0.947 -0.213 0.532
F -22.510492 20.281003 -8.056753 -0.591 0.770 0.199
F -22.583117 18.666117 -6.636130 -0.096 -0.160 -0.839
F -23.898583 18.623330 -8.421923 1.104 0.207 0.692
S -21.298667 18.301325 -9.048988 0.171 0.188 3.725
O -20.168195 19.037806 -8.473053 -0.779 -1.066 -1.531
O -21.327938 16.870439 -8.725842 0.216 0.559 -1.140
O -21.929685 18.753543 -10.258410 0.911 -0.206 -1.265
C -20.277654 12.965156 -2.693065 0.865 0.117 1.410
F -21.440480 13.182532 -3.265944 -0.460 0.766 -0.909
F -20.185811 11.628245 -2.616220 0.494 0.213 0.295
F -19.225900 13.425491 -3.402659 -0.691 -0.273 -0.733
S -20.168307 13.879269 -1.052886 -2.216 -0.530 0.160
O -18.775214 13.771599 -0.711057 0.155 0.663 -0.153
O -20.773589 15.204422 -1.342702 1.889 -1.296 -0.214
O -21.063469 13.079374 -0.209913 0.282 0.346 -0.185
C -24.061243 14.591577 -6.096148 0.446 0.353 0.037
F -23.405569 13.436629 -6.364150 -0.599 0.410 -0.566
F -23.487373 15.025398 -4.977334 -0.267 0.386 0.894
F -23.774247 15.523432 -7.032386 -0.340 -0.793 0.034
S -25.915224 14.284749 -5.954348 0.915 0.868 0.159
O -26.004262 13.458744 -4.762314 0.054 -0.058 0.451
O -26.571887 15.586889 -5.815714 0.559 -0.800 -0.305
O -26.085329 13.574746 -7.175305 -0.726 -0.331 -0.944
```
Forces are in eV/Å.

Density functional theory data (ωB97M-V/def2-TZVPD) for C2H5InO as an isolated structure.

The total charge is +2. The energy above the lowest of the compared OMol25 structures with the same formula, charge and spin comes out at 304.0 kJ/mol.

Structure (XYZ):
```
9
Properties=species:S:1:pos:R:3:forces:R:3
In 0.071941 0.801734 -2.793400 0.125 0.040 -2.288
C -0.335759 -0.249066 1.100520 1.239 -0.846 -1.033
C 0.273671 0.056964 -0.374940 -1.440 -4.137 2.204
O 0.601131 -0.917966 -1.283180 -0.945 2.024 1.910
H 0.314501 -0.863006 1.723680 0.601 0.191 0.295
H -1.170169 -0.949786 1.071400 -0.401 -0.173 -1.012
H -0.635659 0.645764 1.645910 0.564 0.488 -0.426
H 1.201531 0.619634 -0.272080 1.197 0.782 0.905
H -0.321189 0.855724 -0.817910 -0.941 1.630 -0.554
```
Forces are in eV/Å.

Density functional theory data (ωB97M-V/def2-TZVPD) for C5H8O2 in the gas phase.

The energy above the lowest of the compared OMol25 structures with the same formula, charge and spin comes out at 143.7 kJ/mol.

Structure (XYZ):
```
15
Properties=species:S:1:pos:R:3:forces:R:3
O 2.045712 0.151774 0.070886 0.059 -0.070 -0.131
C 1.121859 -0.222686 1.064220 -0.203 -0.072 0.331
C -0.320647 -0.461315 0.525625 -0.017 0.046 0.076
C -0.306251 -0.833691 -0.948222 0.027 0.096 -0.076
C -0.490187 0.302640 -1.627447 -0.052 -0.209 -0.156
O -0.824063 1.375526 -0.869030 -0.017 0.028 -0.089
C -1.143509 0.824836 0.423143 -0.039 -0.028 0.225
H 1.777050 -0.306098 -0.739682 0.154 0.184 0.064
H 1.100126 0.604671 1.785222 -0.030 -0.220 -0.019
H 1.467882 -1.120514 1.600317 -0.051 0.087 -0.155
H -0.823355 -1.195460 1.163808 0.054 0.140 -0.091
H -0.067946 -1.800758 -1.372344 0.034 0.166 0.043
H -0.395198 0.515718 -2.685460 -0.093 -0.125 0.089
H -2.217644 0.591237 0.421707 0.152 0.071 0.044
H -0.923831 1.574126 1.187253 0.021 -0.094 -0.154
```
Forces are in eV/Å.

| no. | LUMO energy (eV) |
| --- | --- |
| 1 | -3.065 |
| 2 | -16.000 |
| 3 | 0.959 |